# C3H7NOS

2 unconnected molecules or ions with the total composition C3H7NOS at a distorted geometry (ωB97M-V with the def2-TZVPD basis set, the Open Molecules 2025 dataset).

XYZ file:
```
13
Properties=species:S:1:pos:R:3
N 2.46821 -0.03890 0.92916
H 3.27560 0.39321 1.26855
H -2.02104 2.09780 0.21491
S 2.48873 0.03731 -0.71616
H -2.82900 1.26789 1.40257
C -1.97139 0.02953 -0.16622
C -2.65624 1.20821 0.30415
H 3.02177 -2.07783 -1.49957
H -0.85117 -1.70807 -0.99318
O 2.23150 -1.63982 -1.11644
H -3.50256 1.30540 -0.39846
H 1.66445 -0.04309 1.46892
C -1.31885 -0.83164 -0.69823
```

2S+1: 1
SMILES: C#CC.NSO
energy above the lowest of the compared OMol25 structures with the same formula, charge and spin: 3.800 eV
HOMO energy: -8.650 eV
gap between HOMO and LUMO: 9.4 eV



# C3H7NOS

C3H7NOS in the gas phase at a distorted geometry (ωB97M-V with the def2-TZVPD basis set, the Open Molecules 2025 dataset).

XYZ file:
```
13
Properties=species:S:1:pos:R:3
N -0.98912 0.11898 -1.56752
O -1.28413 -1.10406 -0.96711
H -1.23142 -0.03118 1.10727
H 2.62992 -0.86579 0.81205
C -0.64381 0.86456 0.77965
H -1.49341 -1.66028 -1.76593
C 1.61648 -0.71489 0.53305
H 1.55011 -0.59487 -0.54179
S 1.07319 0.79333 1.36276
H -1.09015 1.75706 1.24722
H -0.44792 1.97861 -1.13604
H 1.02442 -1.56075 0.84352
C -0.71417 1.01928 -0.70713
```

2S+1: 1
SMILES: CSC/C=N\O
energy above the lowest of the compared OMol25 structures with the same formula, charge and spin: 2.389 eV
HOMO energy: -8.714 eV
gap between HOMO and LUMO: 9.6 eV



# C3H7NOS

C3H7NOS in the gas phase at a distorted geometry (ωB97M-V with the def2-TZVPD basis set, the Open Molecules 2025 dataset).

XYZ file:
```
13
Properties=species:S:1:pos:R:3
N -2.00219 0.57072 -0.55678
H 1.94789 0.12807 -0.65506
O 0.77452 -1.58680 -0.40715
C 1.27968 -0.30440 0.06164
C 0.23590 0.68502 0.56754
H 0.51005 -1.58149 -1.31673
H 0.85437 1.62673 0.87666
H -0.66737 1.94268 -1.05490
H -0.24553 0.35054 1.47300
S -2.49108 -0.85157 0.19354
H 1.92776 -0.55139 0.95815
H -1.27356 -1.48668 0.31064
C -0.85044 1.05856 -0.45055
```

2S+1: 1
SMILES: OCC/C=N\S
energy above the lowest of the compared OMol25 structures with the same formula, charge and spin: 2.105 eV
HOMO energy: -8.664 eV
gap between HOMO and LUMO: 9.3 eV



# C3H7NOS

2 unconnected molecules or ions with the total composition C3H7NOS at a distorted geometry (ωB97M-V with the def2-TZVPD basis set, the Open Molecules 2025 dataset).

XYZ file:
```
13
Properties=species:S:1:pos:R:3
H -1.63016 0.46217 0.32261
N -0.79890 0.79040 -0.23153
H 2.18861 -1.09813 1.51527
S 1.63318 -0.13011 -1.09303
O 0.08746 -1.01099 1.55998
C -1.28884 1.71070 -1.29484
H -1.40879 2.59375 -0.71164
H -0.45340 1.69257 -2.06306
H -2.22482 1.52846 -1.65516
H 1.23394 -2.23206 0.47392
C 0.26239 0.08791 -0.42389
C 1.18349 -1.75200 1.46436
H 1.21585 -2.64269 2.13700
```

2S+1: 1
energy above the lowest of the compared OMol25 structures with the same formula, charge and spin: 4.642 eV
HOMO energy (alpha / beta): -8.143 / -8.145 eV
gap between HOMO and LUMO (alpha / beta): 7.9 / 7.9 eV



# C3H7NOS

C3H7NOS in the gas phase at a distorted geometry (ωB97M-V with the def2-TZVPD basis set, the Open Molecules 2025 dataset).

XYZ file:
```
13
Properties=species:S:1:pos:R:3
H -2.12638 -1.67853 1.42413
H 1.52237 -0.76996 0.38680
H 0.42769 -0.07359 -2.08887
C 0.58690 -0.63685 -0.02670
C -0.21304 -0.16945 1.24770
N 0.32340 0.22268 -1.14333
C 0.20811 1.63883 -1.25159
H -1.04034 0.28055 0.80800
S -0.84129 -1.76318 1.83712
H 0.42670 -1.63311 -0.49004
O -0.69958 2.44308 -0.89995
H 0.48138 0.14401 2.05064
H 0.94406 1.99550 -1.85390
```

2S+1: 1
SMILES: O=CNCCS
energy above the lowest of the compared OMol25 structures with the same formula, charge and spin: 3.049 eV
HOMO energy: -8.662 eV
gap between HOMO and LUMO: 9.3 eV



# C3H7NOS

2 unconnected molecules or ions with the total composition C3H7NOS at a distorted geometry (ωB97M-V with the def2-TZVPD basis set, the Open Molecules 2025 dataset).

XYZ file:
```
13
Properties=species:S:1:pos:R:3
H 3.04845 1.32389 0.29793
C 2.12234 0.82014 -0.05050
C -1.38001 -0.77669 1.03538
H -0.77337 -1.36794 1.71033
C -1.06097 -0.60664 -0.44600
H -0.76182 -1.45560 -1.05843
O 1.45740 0.35491 0.91612
N 1.62594 0.72528 -1.26362
H -1.46588 0.26667 1.36058
H 2.31208 1.07000 -1.93865
S -2.37031 0.47692 -1.11266
H -2.45420 -1.02762 1.11376
H -0.29966 0.19669 -0.56424
```

2S+1: 1
energy above the lowest of the compared OMol25 structures with the same formula, charge and spin: 6.449 eV
HOMO energy: -8.772 eV
gap between HOMO and LUMO: 4.3 eV



# C3H7NOS2

C3H7NOS2 in the gas phase at a distorted geometry (ωB97M-V with the def2-TZVPD basis set, the Open Molecules 2025 dataset).

XYZ file:
```
14
Properties=species:S:1:pos:R:3
S -2.22669 1.38009 -0.00699
C 2.82824 0.38670 0.00512
S -0.62917 -1.20505 0.03768
N -3.20834 -1.01263 -0.08037
H 3.78390 -0.00704 -0.08659
H 2.83428 0.89470 0.99066
H 0.30222 0.74072 -0.90739
H -4.06518 -0.53275 -0.01968
H -3.13814 -2.00944 0.11462
C -2.10320 -0.26321 -0.03272
C 0.56150 0.16028 -0.00613
H 2.78695 1.17323 -0.75016
H 0.46801 0.81902 0.86434
O 1.80560 -0.52462 -0.12240
```

2S+1: 1
SMILES: COCSC(N)=S
energy above the lowest of the compared OMol25 structures with the same formula, charge and spin: 1.408 eV
HOMO energy: -8.591 eV
gap between HOMO and LUMO: 9.2 eV



# C3H7NOSi

2 unconnected molecules or ions with the total composition C3H7NOSi at a distorted geometry (ωB97M-V with the def2-TZVPD basis set, the Open Molecules 2025 dataset).

XYZ file:
```
13
Properties=species:S:1:pos:R:3
Si 1.23636 -1.53412 3.51165
O 0.03703 -1.12042 0.86908
C -0.56116 1.39469 -1.66953
H -0.74924 2.65143 -3.39031
H 0.03608 -2.59016 3.63884
H -0.32001 2.38445 -1.14547
C -0.66659 0.06167 -0.97473
H 2.36184 -2.19509 2.79806
H -0.87514 -0.65496 -1.75372
C -0.75620 1.62412 -2.96282
H 1.45743 -0.77062 4.67009
H -1.10582 0.83839 -3.72645
N -0.09457 -0.08938 0.13531
```

2S+1: 1
energy above the lowest of the compared OMol25 structures with the same formula, charge and spin: 6.676 eV
HOMO energy (alpha / beta): -9.408 / -7.374 eV
gap between HOMO and LUMO (alpha / beta): 8.9 / 6.1 eV



What did the second record say?
# C3H7NOS

C3H7NOS in the gas phase at a distorted geometry (ωB97M-V with the def2-TZVPD basis set, the Open Molecules 2025 dataset).

XYZ file:
```
13
Properties=species:S:1:pos:R:3
N -0.98912 0.11898 -1.56752
O -1.28413 -1.10406 -0.96711
H -1.23142 -0.03118 1.10727
H 2.62992 -0.86579 0.81205
C -0.64381 0.86456 0.77965
H -1.49341 -1.66028 -1.76593
C 1.61648 -0.71489 0.53305
H 1.55011 -0.59487 -0.54179
S 1.07319 0.79333 1.36276
H -1.09015 1.75706 1.24722
H -0.44792 1.97861 -1.13604
H 1.02442 -1.56075 0.84352
C -0.71417 1.01928 -0.70713
```

2S+1: 1
SMILES: CSC/C=N\O
energy above the lowest of the compared OMol25 structures with the same formula, charge and spin: 2.389 eV
HOMO energy: -8.714 eV
gap between HOMO and LUMO: 9.6 eV



Please write out number 5 again, unchanged.
# C3H7NOS

C3H7NOS in the gas phase at a distorted geometry (ωB97M-V with the def2-TZVPD basis set, the Open Molecules 2025 dataset).

XYZ file:
```
13
Properties=species:S:1:pos:R:3
H -2.12638 -1.67853 1.42413
H 1.52237 -0.76996 0.38680
H 0.42769 -0.07359 -2.08887
C 0.58690 -0.63685 -0.02670
C -0.21304 -0.16945 1.24770
N 0.32340 0.22268 -1.14333
C 0.20811 1.63883 -1.25159
H -1.04034 0.28055 0.80800
S -0.84129 -1.76318 1.83712
H 0.42670 -1.63311 -0.49004
O -0.69958 2.44308 -0.89995
H 0.48138 0.14401 2.05064
H 0.94406 1.99550 -1.85390
```

2S+1: 1
SMILES: O=CNCCS
energy above the lowest of the compared OMol25 structures with the same formula, charge and spin: 3.049 eV
HOMO energy: -8.662 eV
gap between HOMO and LUMO: 9.3 eV



Repeat the second record exactly.
# C3H7NOS

C3H7NOS in the gas phase at a distorted geometry (ωB97M-V with the def2-TZVPD basis set, the Open Molecules 2025 dataset).

XYZ file:
```
13
Properties=species:S:1:pos:R:3
N -0.98912 0.11898 -1.56752
O -1.28413 -1.10406 -0.96711
H -1.23142 -0.03118 1.10727
H 2.62992 -0.86579 0.81205
C -0.64381 0.86456 0.77965
H -1.49341 -1.66028 -1.76593
C 1.61648 -0.71489 0.53305
H 1.55011 -0.59487 -0.54179
S 1.07319 0.79333 1.36276
H -1.09015 1.75706 1.24722
H -0.44792 1.97861 -1.13604
H 1.02442 -1.56075 0.84352
C -0.71417 1.01928 -0.70713
```

2S+1: 1
SMILES: CSC/C=N\O
energy above the lowest of the compared OMol25 structures with the same formula, charge and spin: 2.389 eV
HOMO energy: -8.714 eV
gap between HOMO and LUMO: 9.6 eV